# 1
{
  "formula": "C33H31AuClN2P",
  "method": "ωB97M-V/def2-TZVPD",
  "relative_energy_kcal_mol": 16.1,
  "charge": 0,
  "symbols": ["Au", "C", "C", "C", "C", "C", "C", "C", "C", "C", "C", "N", "C", "C", "C", "C", "C", "N", "H", "H", "H", "H", "H", "H", "H", "H", "H", "H", "H", "H", "H", "H", "H", "H", "H", "Cl", "C", "C", "C", "C", "C", "C", "P", "C", "C", "C", "C", "C", "C", "C", "C", "C", "C", "C", "C", "H", "H", "H", "H", "H", "H", "H", "H", "H", "H", "H", "H", "H", "H"],
  "xyz": [[0.3221, 1.0714, 1.1136], [-4.3256, 2.5550, 2.4205], [-4.8203, 1.2095, 1.8784], [-4.5341, 1.0791, 0.3914], [-5.5772, 1.3219, -0.5009], [-5.3538, 1.4213, -1.8654], [-4.0553, 1.3241, -2.3383], [-2.9846, 1.0911, -1.4795], [-1.5841, 1.1205, -2.0280], [-0.9534, 2.5043, -1.8622], [-3.2307, 0.9096, -0.1167], [-2.1542, 0.6125, 0.7742], [-2.3364, -0.3963, 1.5491], [-1.4836, -0.7270, 2.6399], [-1.6111, -1.7747, 3.5585], [-0.5524, -1.6309, 4.4595], [0.1717, -0.5048, 4.0323], [-0.3880, 0.0447, 2.9416], [-4.6029, 2.6854, 3.4697], [-4.7491, 3.3823, 1.8460], [-3.2366, 2.6155, 2.3476], [-5.8977, 1.1262, 2.0226], [-4.3721, 0.4172, 2.4722], [-6.5802, 1.4476, -0.1058], [-6.1776, 1.5956, -2.5475], [-3.8529, 1.4386, -3.3989], [-1.6136, 0.8570, -3.0871], [-0.9642, 0.3724, -1.5324], [-1.5342, 3.2549, -2.4052], [0.0702, 2.5246, -2.2398], [-0.9349, 2.8041, -0.8087], [-3.2027, -1.0460, 1.3911], [-2.3936, -2.5244, 3.5682], [-0.3305, -2.2477, 5.3188], [1.0606, -0.0764, 4.4746], [2.8895, 2.5894, 1.4958], [4.0157, 1.3965, 0.8960], [5.3577, 1.6485, 1.1625], [6.3246, 0.7858, 0.6799], [5.9559, -0.3184, -0.0807], [4.6173, -0.5536, -0.3371], [3.6096, 0.2817, 0.1567], [1.8582, -0.1097, -0.2425], [1.6071, -1.8379, 0.2902], [2.5008, -2.5318, 1.1001], [2.1950, -3.8106, 1.5509], [0.9914, -4.4053, 1.2043], [0.0740, -3.7070, 0.4295], [0.3738, -2.4280, -0.0113], [1.9660, -0.1469, -2.0725], [2.3431, 1.0577, -2.6756], [2.4115, 1.1736, -4.0546], [2.0930, 0.0825, -4.8579], [1.7270, -1.1174, -4.2696], [1.6634, -1.2339, -2.8826], [5.6303, 2.5240, 1.7393], [7.3704, 0.9848, 0.8878], [6.7105, -0.9888, -0.4738], [4.3313, -1.4106, -0.9367], [3.4316, -2.0704, 1.4050], [2.8969, -4.3349, 2.1884], [0.7580, -5.4019, 1.5561], [-0.8860, -4.1480, 0.1898], [-0.3739, -1.8653, -0.5629], [2.5902, 1.9135, -2.0549], [2.7067, 2.1148, -4.5038], [2.1366, 0.1695, -5.9366], [1.4906, -1.9750, -4.8876], [1.3951, -2.1848, -2.4449]]
}

=====

# 2
{
  "formula": "C33H31Cl2MnN4O4S2",
  "method": "ωB97M-V/def2-TZVPD",
  "spin_multiplicity": 5,
  "relative_energy_kcal_mol": 25.0,
  "charge": 0,
  "symbols": ["Mn", "Cl", "C", "C", "C", "Cl", "C", "O", "C", "C", "O", "C", "H", "H", "H", "C", "C", "C", "C", "C", "C", "C", "S", "O", "O", "N", "C", "C", "C", "C", "C", "C", "C", "C", "N", "C", "H", "H", "H", "H", "H", "H", "H", "H", "H", "H", "H", "H", "H", "C", "N", "C", "C", "N", "C", "S", "H", "H", "H", "H", "H", "H", "C", "C", "C", "C", "C", "C", "H", "H", "H", "H", "H", "H", "H", "H", "H"],
  "xyz": [[-0.6217, -0.3029, -0.7783], [-6.0827, -3.5030, -4.4343], [-4.9270, -2.4936, -3.6161], [-5.2238, -1.1224, -3.4472], [-4.3517, -0.2920, -2.8123], [-4.7163, 1.3822, -2.6142], [-3.1103, -0.7738, -2.2901], [-2.3168, 0.0295, -1.6985], [-2.8394, -2.1533, -2.4847], [-1.6177, -2.7045, -2.0441], [-0.6870, -2.1220, -1.4505], [-3.7606, -3.0027, -3.1510], [-6.1565, -0.7276, -3.8266], [-1.4554, -3.7699, -2.2511], [-3.5259, -4.0518, -3.2801], [-0.7062, 0.9689, 7.2545], [-1.0730, 0.7596, 5.8096], [-2.3574, 0.3653, 5.4482], [-2.7027, 0.2008, 4.1173], [-1.7471, 0.4189, 3.1343], [-0.4571, 0.8075, 3.4695], [-0.1329, 0.9753, 4.8047], [-2.2540, 0.2593, 1.4562], [-2.0704, -1.1012, 0.9586], [-3.5834, 0.7988, 1.3998], [-1.1617, 1.0600, 0.5886], [-1.3029, 2.4261, 0.3284], [-1.8908, 3.3564, 1.1420], [-1.9569, 4.7130, 0.7475], [-1.4414, 5.1418, -0.4394], [-0.8293, 4.2028, -1.3065], [-0.2794, 4.5357, -2.5658], [0.2767, 3.5635, -3.3447], [0.2825, 2.2369, -2.8686], [-0.2183, 1.8964, -1.7128], [-0.7666, 2.8529, -0.9215], [-1.4454, 0.5246, 7.9194], [-0.6439, 2.0342, 7.4858], [0.2656, 0.5278, 7.4777], [-3.0994, 0.1894, 6.2177], [-3.7060, -0.0908, 3.8373], [0.2790, 0.9600, 2.6922], [0.8740, 1.2728, 5.0730], [-2.3202, 3.0570, 2.0882], [-2.4325, 5.4212, 1.4138], [-1.4956, 6.1825, -0.7326], [-0.3093, 5.5663, -2.8996], [0.7079, 3.7897, -4.3100], [0.7197, 1.4371, -3.4576], [3.6047, -2.0262, 2.0246], [2.7670, -2.9928, 1.3451], [3.1403, -3.8350, 0.3077], [2.0386, -4.4896, -0.0971], [1.0045, -4.0432, 0.7076], [1.4336, -3.0973, 1.5850], [0.5301, -2.2719, 2.7183], [4.6371, -2.1953, 1.7321], [3.4954, -2.1469, 3.1008], [3.2991, -1.0162, 1.7511], [4.1569, -3.9079, -0.0327], [1.9074, -5.2389, -0.8553], [0.0263, -4.2506, 0.6082], [4.8842, -0.4348, -1.2462], [3.7108, -0.2956, -2.2210], [3.7670, -1.4319, -3.2507], [3.8121, 1.0573, -2.9365], [2.4266, -0.3656, -1.4956], [1.3320, -0.3480, -0.9720], [5.8272, -0.3034, -1.7816], [4.8863, -1.4215, -0.7879], [4.8253, 0.3124, -0.4541], [4.7254, -1.4181, -3.7754], [2.9687, -1.3231, -3.9863], [3.6466, -2.3987, -2.7603], [4.7702, 1.1345, -3.4558], [3.7325, 1.8797, -2.2246], [3.0150, 1.1655, -3.6736]]
}

=====

# 3
{
  "formula": "C33H31N6O9Zr",
  "method": "ωB97M-V/def2-TZVPD",
  "charge": 3,
  "symbols": ["Zr", "C", "C", "O", "O", "H", "H", "H", "C", "C", "C", "C", "C", "C", "C", "O", "C", "C", "C", "C", "C", "C", "C", "O", "H", "H", "H", "H", "H", "H", "H", "H", "C", "C", "C", "C", "C", "C", "C", "O", "C", "C", "C", "C", "C", "C", "C", "O", "H", "H", "H", "H", "H", "H", "H", "H", "C", "O", "N", "N", "H", "H", "H", "H", "C", "O", "N", "N", "H", "H", "H", "H", "C", "O", "N", "N", "H", "H", "H", "H"],
  "xyz": [[-3.6287, -0.1495, 1.3473], [0.2431, -0.4425, -0.2881], [-1.1260, -0.3200, 0.2253], [-2.1871, -0.9624, -0.1545], [-1.4756, 0.5464, 1.0848], [0.2092, -0.5520, -1.3715], [0.8251, -1.0821, 0.3842], [0.7838, 0.5061, -0.1857], [6.8471, 0.7437, 1.9685], [6.2319, 0.5592, 0.7317], [5.1795, -0.3218, 0.4864], [4.6888, -1.0674, 1.5568], [5.2423, -0.8853, 2.8240], [6.3461, -0.0503, 3.0108], [4.7363, -1.5910, 4.0468], [5.0213, -1.3310, 5.1824], [3.7199, -2.6676, 3.7324], [3.1553, -3.3147, 4.8220], [2.2405, -4.3430, 4.6326], [1.7224, -4.5560, 3.3414], [2.0753, -3.7143, 2.3188], [3.1211, -2.7720, 2.4892], [3.5277, -1.9549, 1.3259], [2.9749, -2.1036, 0.2477], [7.7432, 1.3380, 2.0565], [6.5807, 1.1277, -0.1241], [4.8312, -0.2711, -0.5342], [6.7839, 0.0146, 3.9982], [3.4502, -3.3141, 5.8637], [1.9393, -4.9808, 5.4512], [0.9420, -5.3008, 3.2390], [1.6390, -3.8424, 1.3374], [4.0526, 2.3422, -0.4069], [4.4991, 1.4314, -1.3516], [3.6310, 0.8362, -2.2361], [2.3123, 1.3196, -2.2970], [1.8461, 2.3031, -1.3779], [2.7557, 2.8321, -0.4696], [0.4629, 2.8733, -1.4309], [0.0312, 3.5405, -0.5144], [-0.3324, 2.4201, -2.6225], [-1.5963, 3.0258, -2.8232], [-2.4591, 2.5079, -3.7633], [-2.0742, 1.3979, -4.5113], [-0.8073, 0.8656, -4.4432], [0.0532, 1.4236, -3.4806], [1.3815, 0.7767, -3.3331], [1.6939, -0.2005, -3.9691], [4.7362, 2.7065, 0.3477], [5.5599, 1.2128, -1.3753], [3.9153, 0.0652, -2.9377], [2.3729, 3.6393, 0.1428], [-1.8102, 3.9750, -2.3483], [-3.4304, 2.9176, -4.0021], [-2.8291, 0.9532, -5.1527], [-0.5603, 0.0667, -5.1253], [-5.9357, 0.2740, -1.1673], [-4.9445, 0.0623, -0.3990], [-7.0888, 0.7392, -0.6891], [-5.8168, 0.0102, -2.4832], [-7.0735, 0.8869, 0.3047], [-7.8186, 1.0937, -1.2873], [-6.5663, 0.3044, -3.0890], [-5.1677, -0.6933, -2.7924], [-3.7444, 3.2568, 0.6964], [-3.7768, 1.9804, 0.7712], [-4.8570, 4.0346, 0.7018], [-2.5895, 3.8830, 0.4731], [-5.7851, 3.6962, 0.8640], [-4.6176, 5.0018, 0.5862], [-2.6287, 4.8893, 0.4734], [-1.6488, 3.4920, 0.3672], [-4.6137, -3.4188, 0.3394], [-4.3013, -2.2772, 0.7811], [-3.7021, -4.3975, 0.1714], [-5.8674, -3.7664, 0.0125], [-2.7876, -4.3022, 0.5843], [-3.8384, -5.2146, -0.3975], [-6.0639, -4.6801, -0.3550], [-6.5544, -3.0316, -0.0322]]
}

=====

| no. | energy (eV) |
| --- | --- |
| 1 | -63208.124 |
| 2 | -126910.326 |
| 3 | -63350.901 |